(1)
Density functional theory data (wB97M-V/def2-TZVPD) for a molecular structure, CH4AlN2O.

Structure (ORCA input):
```
! wB97M-V def2-TZVPD RIJCOSX def2/J DEFGRID3
* xyz 3 1
Al -3.36941 0.77927 -2.59004
C 0.02413 0.12941 0.73195
O -0.78686 0.77322 1.42369
N 1.23156 0.45273 0.32430
N -0.31383 -0.75850 -0.09020
H 1.67811 0.54077 -0.57734
H 1.97981 0.72878 0.94399
H 0.37186 -1.23316 -0.65993
H -0.81538 -1.41253 0.49359
*
```

lowest unoccupied orbital energy	-21.1	eV
HOMO energy	-24.3	eV
energy relative to the best compared isomer or geometry (same formula, charge and spin)	62.7	kcal per mole
HOMO-LUMO gap	3.2499	eV
DFT total energy	-12683.480	eV

=====

(2)
Density functional theory data (wB97M-V/def2-TZVPD) for CH4BBr in the gas phase.

Structure (ORCA input):
```
! wB97M-V def2-TZVPD RIJCOSX def2/J DEFGRID3
* xyz 0 1
B 0.84274 0.14516 -0.11426
C -0.61211 0.17427 0.44104
Br -0.62070 -1.34578 -1.26165
H 1.15802 0.88683 -1.09256
H 1.71193 -0.32074 0.55331
H -1.48427 0.86191 0.07416
H -0.99560 -0.40165 1.39995
*
```

lowest unoccupied orbital energy	-0.7	eV
HOMO energy	-10.6	eV
energy relative to the best compared isomer or geometry (same formula, charge and spin)	51.1	kcal per mole
HOMO-LUMO gap	9.8840	eV
DFT total energy	-71819.110	eV

=====

(3)
Density functional theory data (wB97M-V/def2-TZVPD) for CH4BCl in the gas phase.

Structure (ORCA input):
```
! wB97M-V def2-TZVPD RIJCOSX def2/J DEFGRID3
* xyz 0 1
B 0.01443 0.77251 0.03883
C -0.50881 -0.70703 0.00815
Cl 1.85800 -0.04958 -0.08116
H -0.19925 1.37695 0.93280
H -0.04955 1.28048 -0.95796
H -0.04092 -1.35803 -0.69290
H -1.07391 -1.31529 0.75222
*
```

lowest unoccupied orbital energy	-2.0	eV
HOMO energy	-10.6	eV
energy relative to the best compared isomer or geometry (same formula, charge and spin)	67.8	kcal per mole
HOMO-LUMO gap	8.5119	eV
DFT total energy	-14298.061	eV